Record 1
Here is a structure of composition C28H37N8OS3Zr from OMol25. Energies are from ωB97M-V/def2-TZVPD.

The geometry in XYZ format:
```
78
Properties=species:S:1:pos:R:3:forces:R:3:mulliken_charge:R:1
Zr -0.0284 -0.0093 0.2613 0.5 0.2 0.1 -0.29
S 0.9611 0.0253 2.6494 -0.2 0.0 -0.2 -0.42
S -0.0009 -1.2979 -1.9826 0.0 0.0 0.0 -0.32
S 1.1979 2.4049 0.5738 -0.2 -0.3 0.2 -0.50
O -1.0036 1.3535 -1.1750 0.0 0.0 -0.1 -0.22
N 2.4138 -0.7568 -0.1925 0.0 0.0 -0.1 1.80
N -2.3440 -0.6684 0.1960 0.0 0.0 0.0 2.14
N 0.1440 -2.4625 1.1143 0.0 -0.1 0.1 1.52
N -0.0281 2.8196 -2.6088 0.0 0.0 -0.1 0.29
N -1.7915 3.4837 -1.2714 0.0 -0.1 0.0 0.27
N -1.3719 1.3991 1.5970 -0.4 0.2 0.3 1.86
N 0.5135 4.2178 2.3500 0.0 0.0 0.0 -0.43
N -1.0010 2.5514 2.2192 0.1 -0.1 -0.2 -1.72
C -3.0040 3.1381 -0.5500 0.0 0.0 0.0 -1.15
C 1.9762 -1.9182 -3.7323 0.0 0.0 0.0 -1.09
C 4.3208 -1.6884 -3.3068 0.0 0.0 0.0 -0.89
C -0.9057 -3.3603 0.5772 0.0 0.0 0.0 -1.47
C 3.2826 -2.0223 -4.1658 0.0 0.0 0.0 -0.80
C -2.9414 -1.4448 -0.7155 0.0 0.0 0.0 -0.59
C -1.3776 4.8745 -1.1535 0.0 0.0 0.1 -1.23
C 2.5660 -1.9830 0.6612 0.1 0.0 0.0 -1.34
C -5.0692 -1.2378 0.3416 0.0 0.0 0.0 -0.62
C 3.4212 0.2120 0.3124 0.0 0.0 0.0 -1.64
C -0.0042 -3.8612 3.1852 0.0 0.1 0.0 -0.62
C -0.2418 3.8699 -3.5959 0.0 -0.1 -0.1 -1.31
C 0.7549 -1.7046 4.7325 0.0 0.0 0.0 -0.92
C 1.6817 -1.4805 -2.4383 0.0 0.1 0.0 0.92
C 2.7224 -1.1488 -1.5772 0.0 0.0 0.0 -0.26
C -2.5319 0.9612 1.9325 0.2 0.1 0.0 -1.24
C 4.0394 -1.2603 -2.0213 -0.1 0.0 0.0 -0.79
C 0.1289 -4.0086 4.5548 0.0 0.0 0.0 -0.95
C 1.0705 1.9173 -2.9064 0.1 -0.1 0.1 -0.79
C -4.2917 -1.7440 -0.6868 0.0 0.0 0.0 -1.08
C 0.6170 -1.5434 3.3511 0.0 0.0 0.0 1.10
C 0.2331 -2.6295 2.5765 0.0 0.0 -0.1 -0.42
C 0.1393 3.0490 1.7933 0.0 -0.1 0.0 0.74
C -3.1241 -0.1052 1.1413 0.0 0.0 0.1 0.74
C -4.4766 -0.3959 1.2643 0.1 0.0 0.0 -0.92
C 0.5113 -2.9233 5.3320 0.0 0.0 0.0 -0.68
C -0.9355 2.5146 -1.6699 0.0 0.1 0.2 0.24
C 1.4269 -2.9547 0.5131 0.0 0.0 0.0 -1.35
H 1.1564 -2.1654 -4.3939 0.0 0.0 0.0 0.51
H -1.2554 4.2539 -3.5280 0.1 0.0 -0.1 0.39
H 0.4655 4.6910 -3.4698 0.0 0.0 0.0 0.35
H 1.0517 -0.8499 5.3250 0.0 0.0 0.0 0.50
H 4.8643 -1.0172 -1.3704 0.0 0.0 0.1 0.38
H -1.9708 5.5294 -1.7943 0.0 0.0 0.0 0.31
H -3.2772 2.1059 -0.7605 0.0 0.1 0.0 0.20
H 1.6951 -3.8967 1.0040 0.0 0.0 0.0 0.48
H -2.3154 -1.8443 -1.5001 0.0 0.0 0.0 0.49
H 1.4432 4.5667 2.1939 -0.1 0.0 0.0 0.23
H -1.5097 5.1862 -0.1152 0.0 0.0 0.0 0.42
H 2.6629 -1.6509 1.6950 0.0 -0.1 -0.1 0.73
H -2.8747 3.2733 0.5265 0.0 0.0 0.0 0.37
H -1.8422 -3.1899 1.1034 0.0 0.0 0.0 0.45
H -3.8080 3.7914 -0.8914 0.0 0.0 0.0 0.46
H -0.6193 -4.4073 0.6905 0.0 0.0 0.0 0.63
H -0.0149 4.5587 3.1363 0.0 0.0 0.0 0.27
H -0.0655 -4.9697 5.0098 0.0 0.0 0.0 0.43
H 0.7812 1.1588 -3.6365 0.0 0.0 0.0 0.44
H 3.0920 0.5824 1.2811 0.1 -0.1 -0.1 0.27
H 1.4131 1.4130 -2.0038 0.0 0.0 -0.1 -0.16
H 1.8970 2.5089 -3.2981 0.0 0.0 0.0 0.50
H 3.4979 -2.4807 0.3717 0.0 0.0 0.0 0.62
H -0.2925 -4.7238 2.6052 0.0 0.0 0.0 0.36
H -0.1023 3.4412 -4.5895 0.0 0.0 0.0 0.44
H 5.3485 -1.7637 -3.6315 0.0 0.0 0.0 0.44
H 3.5183 1.0406 -0.3873 0.0 0.0 0.0 0.38
H 1.2348 -3.1662 -0.5402 0.0 0.0 0.1 0.74
H -1.0119 -3.1687 -0.4855 0.0 0.0 0.0 0.13
H 3.4915 -2.3586 -5.1716 0.0 0.0 0.0 0.42
H 4.3922 -0.2698 0.4390 0.0 0.0 0.0 0.57
H -3.1080 1.4714 2.6989 0.0 0.0 0.0 0.35
H -5.0472 0.0650 2.0574 0.0 0.0 0.0 0.53
H -6.1227 -1.4703 0.4067 0.0 0.0 0.0 0.45
H -0.3248 4.9754 -1.4016 -0.1 0.0 0.1 0.39
H 0.6186 -3.0283 6.4023 0.0 0.0 0.0 0.41
H -4.7112 -2.3738 -1.4574 0.0 0.0 0.0 0.53
```
Positions in Å, forces in eV/Å.

As for the net charge: +1. As for the HOMO-LUMO gap: 0.2441 Ha. The calculation puts the energy above the lowest of the compared OMol25 structures with the same formula, charge and spin at 0.000 eV.

---

Record 2
Here is a cluster of 5 separate species, C47H63F3N7O2 in total in a non-equilibrium geometry from OMol25. Energies are from ωB97M-V/def2-TZVPD.

The geometry in XYZ format:
```
122
Properties=species:S:1:pos:R:3:forces:R:3:mulliken_charge:R:1
F 5.7817 0.7312 -0.6182 0.2 0.0 0.2 -0.25
F 4.2140 0.1810 -1.9969 -0.3 -0.2 0.0 -0.21
F 5.9044 1.3417 -2.6793 0.1 0.0 -0.2 -0.27
O -2.1933 -1.8678 4.3836 0.1 0.1 0.1 -0.34
O 5.1850 3.5314 -1.2649 -0.2 -0.2 0.0 -0.60
N 2.0497 2.2075 -0.2523 0.0 0.0 0.1 0.25
N 0.9792 0.7806 -1.7578 -0.3 0.2 -0.2 0.93
N 11.1510 -2.2892 -1.0183 0.0 0.0 0.0 -0.53
N -5.4447 0.5342 6.5006 0.0 0.0 0.0 -0.23
N 1.7804 -0.1050 0.2198 -1.0 0.1 0.7 0.00
N 3.7951 -4.4226 4.3633 -0.1 0.0 -0.1 -0.48
N -2.3725 2.5424 -8.5041 0.0 0.0 0.0 -0.56
C 10.2129 -2.9688 -0.3646 0.0 0.0 0.0 -0.21
C -0.4369 2.7866 -2.4504 -0.1 0.0 0.2 0.61
C -1.5781 2.6058 -3.2168 -0.2 0.0 0.0 -0.30
C 10.8034 -1.1204 -1.5494 0.0 0.0 0.0 -0.32
C 9.5275 -0.5838 -1.4542 0.0 0.0 0.0 -0.32
C -4.2438 -1.8317 1.0141 0.0 0.4 -0.1 -1.10
C 1.7826 0.1196 1.7077 0.0 0.0 -0.6 -0.36
C 0.7725 1.9200 -2.7014 -0.1 0.1 -0.1 -1.31
C -1.5620 4.6059 -1.3297 -0.2 -0.1 -0.1 -1.03
C 8.5607 -1.3030 -0.7708 0.0 0.0 0.0 0.09
C -2.7063 3.3910 -3.0329 0.1 0.1 0.2 -1.37
C -7.4703 2.1862 7.4631 0.0 0.0 0.0 -0.12
C -6.4780 0.8819 5.7368 0.0 0.0 0.0 -0.03
C -0.1821 3.4898 -8.2903 0.0 0.0 0.0 -0.36
C -1.1423 2.7494 -8.9663 0.0 0.0 0.0 -0.25
C -1.9544 -0.7004 -2.1663 0.3 0.1 0.2 -0.26
C 3.8391 -5.6354 4.9119 0.0 0.0 0.1 -0.20
C 5.1045 -6.5400 3.1086 0.0 0.0 0.0 -0.21
C -2.7241 4.3974 -2.0752 0.3 -0.1 0.0 0.82
C -5.4200 1.0089 7.7444 0.0 0.0 0.0 -0.03
C 4.4059 -4.2660 3.1895 0.0 0.1 0.0 -0.02
C -5.4167 -1.3592 -1.2275 0.1 0.3 0.0 -1.19
C -2.0195 -2.5486 2.0480 -0.2 -0.1 0.0 -0.39
C -4.4619 -1.0852 -2.3789 0.2 0.0 0.1 -0.74
C 5.0686 1.1654 -1.6692 0.0 0.1 -0.1 0.63
C 0.6132 -0.5840 -2.1827 0.0 -0.3 0.3 -2.25
C -2.1642 -2.9738 3.5071 0.0 0.2 -0.1 -0.89
C 3.5071 2.2522 -0.0280 -0.2 -0.2 -0.1 -0.63
C -2.9238 -1.3835 1.6472 -0.2 -0.1 -0.1 -0.09
C -0.5203 4.0468 -7.0679 0.0 0.0 0.0 -0.38
C -3.0700 -1.7395 -2.2434 -0.2 0.4 -0.2 -0.84
C -3.3946 -1.7554 5.1318 0.3 -0.2 -0.3 -0.66
C -6.4025 1.8331 8.2718 0.0 0.0 0.0 -0.66
C -1.8004 3.8430 -6.5761 0.0 0.0 0.0 -0.21
C 5.0685 -5.2841 2.5235 0.0 0.0 0.0 -0.56
C -2.6843 3.0866 -7.3311 0.0 0.0 0.0 -0.25
C -4.9191 -0.7821 0.1060 0.0 -0.3 0.1 -0.75
C -0.6397 -1.1896 -1.5456 -0.2 0.0 -0.3 0.70
C 1.7034 -2.1804 2.9999 0.0 0.0 0.5 0.55
C 1.5464 0.9434 -0.5946 0.5 0.0 0.0 -0.61
C 4.3010 2.4338 -1.3293 0.5 0.4 0.2 0.11
C -7.5106 1.7011 6.1659 0.0 0.0 0.0 -0.68
C 4.4772 -6.7206 4.3301 0.0 0.0 0.0 -0.41
C 1.7375 -1.1509 2.3983 0.1 0.1 -0.2 -1.60
C -3.9363 5.2391 -1.8468 -0.1 0.0 0.1 -1.58
C -0.4375 3.8238 -1.5170 -0.1 0.0 0.0 -0.12
C 8.9079 -2.5231 -0.2136 0.0 0.0 0.0 -0.62
H -0.9743 -2.3603 1.8137 0.2 0.2 0.1 -0.03
H -6.3304 2.1862 9.2910 0.0 0.0 0.0 0.35
H -1.5436 5.4042 -0.6037 0.0 0.1 0.1 0.45
H -0.6690 -1.0322 -0.4681 0.0 0.0 0.2 -0.56
H -4.3178 -0.0056 -2.4353 -0.1 0.2 -0.1 0.18
H 1.1951 -0.9098 0.0238 0.4 -0.1 -0.1 0.31
H -8.3252 1.9494 5.4997 0.0 0.0 0.0 0.34
H -2.3051 -3.4177 1.4554 0.1 -0.2 -0.2 0.41
H -5.7556 -0.3349 0.6331 -0.1 0.1 0.1 0.64
H -4.5971 5.2414 -2.7058 -0.1 0.0 -0.2 0.39
H -1.3127 -3.5942 3.7806 0.1 -0.2 0.1 0.34
H 4.4809 -7.6810 4.8259 0.0 0.0 0.0 0.36
H -3.6706 6.2640 -1.6131 0.1 0.2 0.0 0.41
H 1.7005 -3.0116 3.6659 0.1 -0.3 -0.1 0.76
H 10.5251 -3.9172 0.0584 0.0 0.0 0.0 0.35
H 1.4752 -1.2131 -1.9662 0.2 0.0 -0.1 0.53
H 0.6653 1.4696 -3.6800 0.0 -0.2 -0.1 0.62
H -0.9171 2.3006 -9.9271 0.0 0.0 0.0 0.35
H 3.7282 3.0958 0.6126 -0.1 0.3 0.0 0.45
H -2.8995 -2.3323 -3.1369 0.2 -0.4 0.1 0.46
H 5.8476 3.3682 -0.5828 0.1 0.0 0.0 0.41
H -2.4080 -0.7223 0.9508 0.1 0.1 -0.2 -0.09
H 3.6410 2.6280 -2.1652 -0.1 0.1 -0.1 0.02
H 0.8023 3.6258 -8.7162 0.0 0.0 0.0 0.37
H -5.5714 -2.4304 -1.1274 -0.2 -0.2 0.0 0.43
H -6.3700 -0.9044 -1.4868 -0.2 -0.1 0.0 0.41
H 5.5442 -5.0960 1.5708 0.0 0.0 0.0 0.36
H 3.8662 1.3650 0.4878 0.0 -0.1 0.1 0.40
H -4.9292 -1.3704 -3.3172 0.0 -0.1 -0.1 0.46
H -4.2232 0.0298 -0.1050 0.1 0.1 0.0 0.33
H -3.2796 -0.9567 5.8486 0.0 0.2 0.1 0.21
H 11.5875 -0.5898 -2.0779 0.0 0.0 0.0 0.34
H 0.4899 -0.5885 -3.2566 0.0 0.2 -0.2 0.74
H -1.5987 1.8554 -3.9907 0.1 -0.2 -0.1 0.62
H -4.0633 -2.7253 0.4239 0.0 -0.2 0.0 0.57
H 8.1862 -3.1196 0.3276 0.0 0.0 0.0 0.45
H 1.5289 2.6190 0.5109 0.0 0.1 0.0 0.46
H -4.9483 -2.1008 1.7975 0.0 -0.3 0.1 0.38
H -2.2954 0.1745 -1.6193 -0.1 0.2 0.1 0.30
H -3.6951 2.9039 -6.9805 0.0 0.0 0.0 0.37
H -6.4771 0.4797 4.7287 0.0 0.0 0.0 0.34
H 3.3390 -5.7388 5.8682 0.0 0.0 0.0 0.37
H -3.0300 -2.3851 -1.3711 0.0 -0.2 0.1 0.43
H 4.3565 -3.2687 2.7642 0.0 0.0 0.0 0.41
H 5.6127 -7.3619 2.6218 0.0 0.0 0.0 0.38
H -4.5045 4.8533 -1.0025 -0.1 0.0 0.1 0.30
H -4.2318 -1.5151 4.4753 -0.2 0.0 0.0 0.25
H 1.6637 2.5300 -2.7294 0.2 0.0 0.2 0.22
H -3.6021 -2.6892 5.6521 -0.1 -0.1 0.1 0.36
H -4.5689 0.7116 8.3474 0.0 0.0 0.0 0.34
H 2.6715 0.6704 1.9867 0.1 0.1 0.1 0.39
H -8.2578 2.8268 7.8376 0.0 0.0 0.0 0.38
H -0.5594 -2.2646 -1.6946 0.1 -0.2 0.0 0.38
H -3.1506 -0.7801 2.5212 0.2 0.2 0.1 0.58
H 0.4467 4.0546 -0.9459 0.2 0.0 0.0 0.62
H -2.1086 4.2627 -5.6290 0.0 0.0 0.0 0.49
H 7.5545 -0.9214 -0.6772 0.0 0.0 0.0 0.40
H 0.1990 4.6330 -6.5096 0.0 0.0 0.0 0.43
H -1.7331 -0.3575 -3.1725 -0.1 0.2 -0.3 0.30
H -3.0699 -3.5715 3.6094 -0.1 -0.1 0.1 0.45
H 9.3014 0.3723 -1.9068 0.0 0.0 0.0 0.36
H -3.5877 3.2283 -3.6353 -0.1 -0.1 -0.1 0.50
H 0.9017 0.6973 1.9839 -0.1 0.2 0.1 0.35
```
Positions in Å, forces in eV/Å.

As for the net charge: +1. As for the HOMO-LUMO gap: 0.3112 Ha. The calculation puts the energy above the lowest of the compared OMol25 structures with the same formula, charge and spin at 0.000 eV.

---

Record 3
Here is a structure of composition C5H6O from OMol25. Energies are from ωB97M-V/def2-TZVPD.

The geometry in XYZ format:
```
12
Properties=species:S:1:pos:R:3:forces:R:3:mulliken_charge:R:1
O 0.0746 -1.1090 -0.2229 0.0 0.0 0.0 -0.44
C 2.4814 -0.5175 -0.2584 -0.2 0.0 0.0 -0.87
C -2.1684 0.0440 0.1530 0.0 0.0 0.0 -0.99
C 0.3197 0.9064 0.1441 0.0 0.0 0.0 -0.60
C 1.1972 -0.2354 -0.1278 0.5 0.1 0.0 0.66
C -0.6940 0.0379 0.0475 -0.2 0.3 0.1 0.62
H 2.8510 -1.5046 -0.5085 -0.2 0.1 0.1 0.28
H -2.6394 -0.2701 -0.7840 0.1 0.0 0.1 0.27
H -2.4853 1.0647 0.3835 0.0 -0.2 0.0 0.28
H 0.4377 1.9650 0.3021 0.0 -0.1 0.0 0.29
H 3.1971 0.2836 -0.1079 -0.1 -0.1 -0.1 0.24
H -2.5156 -0.6205 0.9510 0.1 0.0 -0.1 0.27
```
Positions in Å, forces in eV/Å.

As for the HOMO-LUMO gap: 0.3615 Ha. The calculation puts the energy above the lowest of the compared OMol25 structures with the same formula, charge and spin at 1.918 eV.

---

Record 4
Here is a structure of composition C25H29BClF4N4OPRuS from OMol25. Energies are from ωB97M-V/def2-TZVPD.

The geometry in XYZ format:
```
68
Properties=species:S:1:pos:R:3:forces:R:3:mulliken_spin:R:1
Ru 1.0872 0.8443 0.7222 0.4 0.7 0.1 3.88
Cl 1.0335 1.4528 3.0200 0.0 -0.2 -0.4 0.36
S 3.5466 1.8433 0.8564 -0.4 -0.2 0.1 0.22
P -0.3166 -1.2679 0.5451 -0.4 -0.7 0.5 0.31
F 0.2756 0.6130 -1.6515 0.0 0.0 -0.2 -0.03
F -0.3596 0.2372 -3.8444 0.1 0.0 0.1 0.00
F 1.6399 -0.6162 -3.0481 -0.2 0.0 -0.3 0.00
F 1.4161 1.6424 -3.3653 0.0 -0.2 -0.1 0.00
O -2.7762 2.6913 1.5036 -0.2 -0.2 0.1 0.02
N 3.7096 0.2801 -1.2824 0.2 0.2 0.0 0.00
N 2.7071 -0.4900 -0.6969 -0.5 -0.2 0.4 0.14
N -0.8745 1.9887 0.6238 0.4 -0.4 0.1 0.06
N 5.0657 2.1242 -1.2739 0.0 -0.1 -0.2 0.02
C -1.7232 -2.6963 -3.0133 0.0 0.0 -0.1 -0.01
C -2.0212 1.6671 1.1044 0.2 0.3 -0.2 0.00
C 1.7322 -2.9832 3.6307 0.0 0.0 0.0 0.00
C 1.3506 -4.3145 3.5892 0.0 0.0 0.0 0.00
C -2.0450 -0.9117 1.0712 0.1 0.0 0.0 -0.06
C -0.7054 3.4533 0.7061 -0.1 0.3 0.0 0.02
C 1.2270 -2.0931 2.6958 -0.1 0.0 -0.1 0.03
C 0.3268 -2.5170 1.7166 0.1 0.2 0.0 -0.04
C 0.4867 -4.7552 2.5957 0.0 -0.1 0.0 0.00
C 0.3327 -3.8419 -2.5210 0.1 0.0 -0.1 -0.01
C -0.7569 -3.6304 -3.3539 0.0 0.0 0.0 0.02
C -4.7471 -0.7646 1.8160 0.0 -0.1 0.0 0.00
C -0.5361 -2.2026 -0.9870 0.2 0.1 -0.1 0.02
C -4.0032 0.3834 1.6352 0.1 0.1 0.0 0.00
C -4.1484 -1.9974 1.6279 -0.1 0.0 0.0 0.01
C -0.2538 5.5898 -0.5260 -0.1 -0.1 -0.1 0.00
C -2.0777 3.9161 1.2176 0.2 0.1 -0.1 0.00
C -0.0179 -3.8689 1.6597 0.0 0.0 0.0 0.01
C -2.8168 -2.0569 1.2616 0.0 0.0 0.0 0.00
C 0.4488 -3.1260 -1.3436 0.0 0.1 0.0 0.03
C -1.6148 -1.9752 -1.8364 0.1 0.0 0.1 0.02
C -2.6523 0.3423 1.2607 -0.2 -0.1 0.1 0.05
C -0.2898 4.0653 -0.6319 0.1 0.0 0.1 -0.01
C 1.0825 3.5461 -1.0473 -0.2 0.2 0.0 0.04
C 4.1357 1.3895 -0.6727 -0.1 0.0 0.1 -0.01
B 0.7266 0.4793 -3.0582 -0.1 0.2 0.1 0.02
H 1.7354 -5.0119 4.3213 0.0 0.0 0.0 0.00
H 1.8781 4.1049 -0.5533 0.0 -0.1 0.1 0.00
H -0.6487 -4.2455 0.8653 0.0 0.0 0.0 0.00
H 5.3918 2.9614 -0.8242 0.0 0.0 0.0 0.00
H -4.4657 1.3459 1.7844 0.0 0.0 0.0 0.00
H -2.3567 -1.2277 -1.5885 0.0 0.0 0.0 0.00
H 0.0733 3.6703 1.4462 0.0 -0.1 0.0 -0.01
H 2.0591 -0.7710 -1.4446 0.2 0.0 0.0 -0.04
H 1.5318 -1.0559 2.7341 0.0 0.0 0.1 -0.06
H 1.0943 -4.5613 -2.7916 0.0 0.0 0.0 0.00
H -1.2302 6.0121 -0.2855 0.0 0.0 0.0 0.00
H 0.0696 6.0185 -1.4745 0.0 0.0 0.0 0.00
H 5.4540 1.8750 -2.1701 0.0 0.0 0.0 0.00
H -2.3687 -3.0258 1.1064 0.0 0.0 0.0 0.00
H -2.5592 -2.5147 -3.6751 0.0 0.0 0.0 0.00
H 0.2067 -5.7993 2.5456 0.0 0.0 0.0 0.00
H -5.7885 -0.6919 2.0978 0.0 0.0 0.0 0.00
H 1.2174 3.5957 -2.1261 0.1 0.0 0.1 0.00
H 3.9040 0.1164 -2.2608 -0.1 -0.1 -0.1 0.00
H -4.7118 -2.9117 1.7582 0.0 0.0 0.0 0.00
H 0.4535 5.9010 0.2462 0.0 0.0 0.0 0.00
H -2.6474 4.4589 0.4631 0.0 -0.1 0.0 0.00
H 1.2937 -3.2965 -0.6857 0.0 -0.1 0.0 0.00
H 1.1919 2.4834 -0.7856 0.1 0.2 -0.3 0.01
H 2.4198 -2.6344 4.3897 0.0 0.0 0.0 0.00
H -1.0319 3.7665 -1.3781 0.0 0.0 0.0 0.00
H -2.0291 4.5023 2.1313 0.0 0.0 0.0 0.00
H 3.1154 -1.3181 -0.2744 0.1 0.0 0.1 0.00
H -0.8460 -4.1869 -4.2772 0.0 0.0 0.0 0.00
```
Positions in Å, forces in eV/Å.

As for the expectation value of S²: 8.762. As for the net charge: +1. As for the HOMO-LUMO gap (alpha / beta): 0.3027 / 0.2503 Ha. The calculation puts the energy above the lowest of the compared OMol25 structures with the same formula, charge and spin at 0.000 eV. As for the spin multiplicity: 6.

---

Record 5
Here is a structure of composition C3H5ClS in a non-equilibrium geometry from OMol25. Energies are from ωB97M-V/def2-TZVPD.

The geometry in XYZ format:
```
10
Properties=species:S:1:pos:R:3:forces:R:3:mulliken_charge:R:1
Cl 0.9965 -1.5951 -0.3023 -0.5 -4.4 0.1 -0.22
S -2.2706 -0.5565 -0.6250 0.4 -1.6 4.0 -0.17
C 0.4134 -0.0422 -0.3140 8.9 2.4 -1.1 0.29
C -0.8023 0.1911 0.3164 -2.9 4.8 0.8 -0.20
C 1.6479 0.7263 -0.4582 -1.8 -2.1 -1.4 -0.75
H -2.7861 -1.9635 1.2341 0.6 1.8 -2.6 0.09
H 1.5966 1.8272 -0.6594 0.4 -1.0 0.5 0.27
H -0.5615 0.0050 1.4698 -1.6 0.3 -2.4 0.29
H 2.7135 -0.0485 -0.7050 -3.6 3.3 0.8 0.19
H -0.9473 1.4562 0.0435 0.1 -3.4 1.5 0.22
```
Positions in Å, forces in eV/Å.

As for the HOMO-LUMO gap: 0.2383 Ha. The calculation puts the energy above the lowest of the compared OMol25 structures with the same formula, charge and spin at 6.941 eV.